Density functional theory data (the ωB97M-V functional and the def2-TZVPD basis) for 15 unconnected molecules or ions with the total composition C62H114N2O13 at a distorted geometry.

Bonds (Å) are listed after each position.
CARTESIAN COORDINATES (ANGSTROEM)
1 C -14.787 16.083 -26.740  C2 1.560, C5 1.502, H6 1.090, H7 1.090
2 C -16.210 16.631 -26.412  C1 1.560, C3 1.480, H8 1.090, H9 1.090
3 C -15.912 17.583 -25.319  C2 1.480, O4 1.462, H10 1.090, H11 1.090
4 O -14.509 17.971 -25.455  C3 1.462, C5 1.442
5 C -13.898 17.280 -26.563  C1 1.502, O4 1.442, H12 1.090, H13 1.090
6 H -14.794 15.574 -27.704  C1 1.090
7 H -14.489 15.373 -25.968  C1 1.090
8 H -16.878 15.845 -26.059  C2 1.090
9 H -16.644 17.200 -27.234  C2 1.090
10 H -15.985 17.278 -24.275  C3 1.090
11 H -16.525 18.477 -25.433  C3 1.090
12 H -12.876 16.960 -26.357  C5 1.090
13 H -13.897 17.868 -27.480  C5 1.090
14 C -24.454 20.646 -24.472  C15 1.527, C18 1.580, H19 1.090, H20 1.090
15 C -24.471 21.890 -23.586  C14 1.527, C16 1.567, H21 1.090, H22 1.090
16 C -22.946 22.229 -23.458  C15 1.567, O17 1.459, H23 1.090, H24 1.090
17 O -22.313 20.917 -23.386  C16 1.459, C18 1.477
18 C -23.054 19.956 -24.229  C14 1.580, O17 1.477, H25 1.090, H26 1.090
19 H -24.643 20.959 -25.499  C14 1.090
20 H -25.242 19.932 -24.234  C14 1.090
21 H -25.017 21.760 -22.652  C15 1.090
22 H -25.047 22.667 -24.088  C15 1.090
23 H -22.632 22.975 -22.728  C16 1.090
24 H -22.532 22.551 -24.414  C16 1.090
25 H -23.241 18.974 -23.794  C18 1.090
26 H -22.515 19.785 -25.161  C18 1.090
27 C -21.347 12.481 -18.657  C28 1.518, C31 1.525, H32 1.090, H33 1.090
28 C -20.504 13.235 -17.646  C27 1.518, C29 1.589, H34 1.090, H35 1.090
29 C -19.751 14.344 -18.501  C28 1.589, O30 1.384, H36 1.090, H37 1.090
30 O -20.078 14.039 -19.811  C29 1.384, C31 1.415
31 C -20.555 12.712 -19.940  C27 1.525, O30 1.415, H38 1.090, H39 1.090
32 H -22.365 12.869 -18.618  C27 1.090
33 H -21.342 11.414 -18.433  C27 1.090
34 H -19.801 12.567 -17.148  C28 1.090
35 H -21.108 13.690 -16.861  C28 1.090
36 H -18.676 14.259 -18.348  C29 1.090
37 H -20.088 15.370 -18.348  C29 1.090
38 H -19.719 12.046 -20.155  C31 1.090
39 H -21.158 12.651 -20.846  C31 1.090
40 C -11.568 15.155 -15.488  C41 1.486, C44 1.514, H45 1.090, H46 1.090
41 C -11.728 13.712 -15.173  C40 1.486, C42 1.504, H47 1.090, H48 1.090
42 C -12.872 13.269 -16.043  C41 1.504, O43 1.423, H49 1.090, H50 1.090
43 O -12.709 14.136 -17.159  C42 1.423, C44 1.409
44 C -12.391 15.438 -16.726  C40 1.514, O43 1.409, H51 1.090, H52 1.090
45 H -10.549 15.498 -15.665  C40 1.090
46 H -11.884 15.832 -14.694  C40 1.090
47 H -11.910 13.511 -14.117  C41 1.090
48 H -10.815 13.215 -15.502  C41 1.090
49 H -13.894 13.342 -15.670  C42 1.090
50 H -12.760 12.217 -16.306  C42 1.090
51 H -13.358 15.919 -16.583  C44 1.090
52 H -11.723 15.929 -17.434  C44 1.090
53 C -16.275 25.352 -24.602  C54 1.561, C57 1.507, H58 1.090, H59 1.090
54 C -16.062 26.762 -23.967  C53 1.561, C55 1.537, H60 1.090, H61 1.090
55 C -16.851 27.692 -24.902  C54 1.537, O56 1.468, H62 1.090, H63 1.090
56 O -17.316 26.884 -26.035  C55 1.468, C57 1.454
57 C -16.525 25.663 -26.055  C53 1.507, O56 1.454, H64 1.090, H65 1.090
58 H -17.088 24.840 -24.087  C53 1.090
59 H -15.345 24.787 -24.546  C53 1.090
60 H -14.991 26.963 -23.923  C54 1.090
61 H -16.501 26.603 -22.982  C54 1.090
62 H -16.147 28.397 -25.345  C55 1.090
63 H -17.651 28.267 -24.436  C55 1.090
64 H -15.652 25.848 -26.680  C57 1.090
65 H -17.015 24.845 -26.582  C57 1.090
66 C -16.697 17.842 -10.375  C67 1.525, C70 1.505, H71 1.090, H72 1.090
67 C -16.203 19.283 -10.310  C66 1.525, C68 1.521, H73 1.090, H74 1.090
68 C -16.333 19.809 -11.731  C67 1.521, O69 1.454, H75 1.090, H76 1.090
69 O -16.956 18.697 -12.429  C68 1.454, C70 1.393
70 C -17.620 17.831 -11.564  C66 1.505, O69 1.393, H77 1.090, H78 1.090
71 H -17.213 17.492 -9.481  C66 1.090
72 H -15.956 17.062 -10.550  C66 1.090
73 H -15.187 19.300 -9.917  C67 1.090
74 H -16.778 19.904 -9.623  C67 1.090
75 H -15.356 20.022 -12.166  C68 1.090
76 H -16.948 20.709 -11.718  C68 1.090
77 H -17.621 16.799 -11.915  C70 1.090
78 H -18.616 18.191 -11.305  C70 1.090
79 C -7.380 23.556 -11.481  C80 1.510, C83 1.533, H84 1.090, H85 1.090
80 C -7.260 23.494 -9.978  C79 1.510, C81 1.549, H86 1.090, H87 1.090
81 C -7.162 21.969 -9.723  C80 1.549, O82 1.459, H88 1.090, H89 1.090
82 O -7.288 21.331 -11.028  C81 1.459, C83 1.388
83 C -7.997 22.201 -11.845  C79 1.533, O82 1.388, H90 1.090, H91 1.090
84 H -6.427 23.681 -11.995  C79 1.090
85 H -8.049 24.362 -11.786  C79 1.090
86 H -8.130 23.911 -9.472  C80 1.090
87 H -6.403 24.009 -9.545  C80 1.090
88 H -7.850 21.576 -8.974  C81 1.090
89 H -6.168 21.748 -9.334  C81 1.090
90 H -9.069 22.131 -11.659  C83 1.090
91 H -7.913 21.919 -12.895  C83 1.090
92 C -25.342 18.997 -17.096  C93 1.533, C96 1.531, H97 1.090, H98 1.090
93 C -26.521 18.918 -16.121  C92 1.533, C94 1.536, H99 1.090, H100 1.090
94 C -26.997 20.374 -16.005  C93 1.536, O95 1.448, H101 1.090, H102 1.090
95 O -25.758 21.112 -16.141  C94 1.448, C96 1.424
96 C -24.693 20.303 -16.630  C92 1.531, O95 1.424, H103 1.090, H104 1.090
97 H -25.678 19.084 -18.130  C92 1.090
98 H -24.680 18.134 -17.028  C92 1.090
99 H -26.228 18.622 -15.114  C93 1.090
100 H -27.334 18.247 -16.396  C93 1.090
101 H -27.449 20.490 -15.020  C94 1.090
102 H -27.655 20.622 -16.838  C94 1.090
103 H -24.018 20.042 -15.814  C96 1.090
104 H -24.195 20.826 -17.446  C96 1.090
105 C -9.713 32.157 -17.153  C106 1.595, C109 1.518, H110 1.090, H111 1.090
106 C -8.488 32.377 -16.156  C105 1.595, C107 1.511, H112 1.090, H113 1.090
107 C -7.618 31.161 -16.373  C106 1.511, O108 1.391, H114 1.090, H115 1.090
108 O -8.502 30.202 -16.855  C107 1.391, C109 1.445
109 C -9.380 30.832 -17.815  C105 1.518, O108 1.445, H116 1.090, H117 1.090
110 H -9.664 32.904 -17.945  C105 1.090
111 H -10.721 32.149 -16.738  C105 1.090
112 H -8.821 32.438 -15.120  C106 1.090
113 H -7.908 33.282 -16.338  C106 1.090
114 H -7.246 30.900 -15.382  C107 1.090
115 H -6.795 31.168 -17.087  C107 1.090
116 H -10.303 30.253 -17.836  C109 1.090
117 H -8.862 30.930 -18.769  C109 1.090
118 C -12.987 28.083 -9.132  C119 1.502, C122 1.530, H123 1.090, H124 1.090
119 C -12.999 27.900 -10.623  C118 1.502, C120 1.512, H125 1.090, H126 1.090
120 C -12.057 28.989 -11.085  C119 1.512, O121 1.422, H127 1.090, H128 1.090
121 O -12.337 30.062 -10.196  C120 1.422, C122 1.379
122 C -12.920 29.609 -9.031  C118 1.530, O121 1.379, H129 1.090, H130 1.090
123 H -12.162 27.505 -8.715  C118 1.090
124 H -13.867 27.681 -8.630  C118 1.090
125 H -14.031 28.001 -10.961  C119 1.090
126 H -12.734 26.897 -10.956  C119 1.090
127 H -12.331 29.258 -12.105  C120 1.090
128 H -11.055 28.623 -10.863  C120 1.090
129 H -13.917 30.050 -9.040  C122 1.090
130 H -12.386 29.928 -8.136  C122 1.090
131 C -17.533 34.324 -15.419  C132 1.545, C135 1.549, H136 1.090, H137 1.090
132 C -17.105 32.913 -14.959  C131 1.545, C133 1.555, H138 1.090, H139 1.090
133 C -16.937 32.053 -16.244  C132 1.555, O134 1.435, H140 1.090, H141 1.090
134 O -17.154 32.994 -17.305  C133 1.435, C135 1.408
135 C -17.997 34.034 -16.868  C131 1.549, O134 1.408, H142 1.090, H143 1.090
136 H -16.699 35.026 -15.407  C131 1.090
137 H -18.265 34.715 -14.712  C131 1.090
138 H -17.893 32.608 -14.270  C132 1.090
139 H -16.158 32.956 -14.421  C132 1.090
140 H -17.745 31.323 -16.282  C133 1.090
141 H -15.983 31.528 -16.290  C133 1.090
142 H -19.055 33.793 -16.976  C135 1.090
143 H -17.753 34.953 -17.401  C135 1.090
144 C -21.149 27.498 -10.770  C145 1.507, C148 1.532, H149 1.090, H150 1.090
145 C -21.656 27.544 -12.188  C144 1.507, C146 1.457, H151 1.090, H152 1.090
146 C -23.088 27.527 -11.919  C145 1.457, O147 1.429, H153 1.090, H154 1.090
147 O -23.239 28.501 -10.884  C146 1.429, C148 1.433
148 C -22.094 28.446 -10.024  C144 1.532, O147 1.433, H155 1.090, H156 1.090
149 H -20.128 27.848 -10.614  C144 1.090
150 H -21.249 26.507 -10.328  C144 1.090
151 H -21.370 26.630 -12.709  C145 1.090
152 H -21.419 28.437 -12.767  C145 1.090
153 H -23.428 26.536 -11.620  C146 1.090
154 H -23.699 27.805 -12.778  C146 1.090
155 H -22.256 28.053 -9.020  C148 1.090
156 H -21.641 29.432 -9.926  C148 1.090
157 C -8.957 23.830 -22.888  C158 1.514, C161 1.519, H162 1.090, H163 1.090
158 C -7.484 24.179 -22.853  C157 1.514, C159 1.537, H164 1.090, H165 1.090
159 C -6.908 23.100 -21.923  C158 1.537, O160 1.442, H166 1.090, H167 1.090
160 O -7.914 22.068 -21.875  C159 1.442, C161 1.401
161 C -8.985 22.319 -22.742  C157 1.519, O160 1.401, H168 1.090, H169 1.090
162 H -9.366 24.100 -23.861  C157 1.090
163 H -9.514 24.356 -22.112  C157 1.090
164 H -7.280 25.196 -22.518  C158 1.090
165 H -7.076 24.105 -23.861  C158 1.090
166 H -6.737 23.411 -20.892  C159 1.090
167 H -5.977 22.760 -22.376  C159 1.090
168 H -9.904 21.969 -22.271  C161 1.090
169 H -8.881 21.824 -23.707  C161 1.090
170 N -23.159 28.328 -19.701  C171 1.349, C175 1.350
171 C -24.464 27.988 -19.700  N170 1.349, C172 1.389, H176 1.080
172 C -25.435 28.839 -20.213  C171 1.389, C173 1.429, H177 1.080
173 C -24.999 30.033 -20.867  C172 1.429, C174 1.375, H178 1.080
174 C -23.671 30.387 -20.849  C173 1.375, C175 1.394, H179 1.080
175 C -22.771 29.477 -20.295  N170 1.350, C174 1.394, H180 1.080
176 H -24.775 27.064 -19.235  C171 1.080
177 H -26.475 28.558 -20.144  C172 1.080
178 H -25.755 30.667 -21.308  C173 1.080
179 H -23.313 31.336 -21.220  C174 1.080
180 H -21.714 29.687 -20.219  C175 1.080
181 N -15.188 24.469 -17.036  C182 1.285, C186 1.339
182 C -16.227 23.873 -17.503  N181 1.285, C183 1.374, H187 1.080
183 C -16.187 22.708 -18.229  C182 1.374, C184 1.426, H188 1.080
184 C -14.936 22.058 -18.446  C183 1.426, C185 1.394, H189 1.080
185 C -13.827 22.667 -17.862  C184 1.394, C186 1.409, H190 1.080
186 C -14.004 23.850 -17.118  N181 1.339, C185 1.409, H191 1.080
187 H -17.125 24.416 -17.248  C182 1.080
188 H -17.077 22.175 -18.531  C183 1.080
189 H -14.866 21.160 -19.042  C184 1.080
190 H -12.851 22.218 -17.974  C185 1.080
191 H -13.246 24.273 -16.475  C186 1.080

- frontier orbital gap (Ha) = 0.358
- LUMO level (eV) = 0.3